# C43H56CaClN5O3S2

A molecular structure, C43H56CaClN5O3S2 (ωB97M-V with the def2-TZVPD basis set, the OMol25 dataset).

HOMO: -0.30 eV
ΔE to the lowest compared entry with this formula, charge and spin: 0.6858 eV
Energy: -4106.01346 a.u.
LUMO level: 3.38 eV

ORCA input file:
```
! RIJCOSX wB97M-V def2-TZVPD def2/J DEFGRID3
* xyz -2 1
Ca 2.040 1.457 -1.903
C 3.782 4.118 -0.348
N 2.965 3.011 0.182
C 3.763 2.156 1.051
C 4.854 1.405 0.302
N 4.350 0.441 -0.681
C 3.847 -0.766 -0.019
C 5.385 0.151 -1.661
C 6.335 -0.826 -1.371
C 7.367 -1.126 -2.247
C 7.447 -0.418 -3.440
C 6.516 0.561 -3.726
C 5.460 0.890 -2.857
S 4.365 2.182 -3.296
C 1.759 3.538 0.772
C 1.626 3.640 2.154
C 0.447 4.094 2.736
C -0.601 4.469 1.908
C -0.459 4.407 0.532
C 0.716 3.955 -0.089
S 0.821 3.934 -1.839
H 4.290 4.631 0.485
H 3.129 4.812 -0.870
H 4.503 3.749 -1.074
H 3.104 1.442 1.549
H 4.259 2.743 1.843
H 5.471 0.880 1.051
H 5.510 2.104 -0.215
H 4.576 -1.185 0.691
H 3.576 -1.515 -0.761
H 2.952 -0.521 0.549
H 6.259 -1.375 -0.441
H 8.084 -1.900 -2.005
H 8.235 -0.633 -4.154
H 6.576 1.110 -4.658
H 2.445 3.338 2.794
H 0.353 4.137 3.814
H -1.539 4.811 2.331
H -1.281 4.689 -0.115
C -1.787 0.283 -4.163
C -1.808 1.650 -4.512
C -2.527 2.348 -3.517
C -2.930 1.416 -2.538
C -2.477 0.144 -2.948
C -2.625 -1.125 -2.185
C -3.653 1.691 -1.254
C -2.768 3.828 -3.500
C -1.145 2.283 -5.700
C -1.146 -0.832 -4.938
H -2.026 -1.112 -1.266
H -2.276 -1.987 -2.764
H -3.661 -1.347 -1.870
H -2.990 1.696 -0.373
H -4.437 0.947 -1.047
H -4.145 2.668 -1.263
H -1.864 4.404 -3.275
H -3.511 4.101 -2.744
H -3.152 4.192 -4.463
H -0.153 2.700 -5.480
H -1.740 3.114 -6.098
H -1.005 1.570 -6.519
H -0.191 -1.164 -4.517
H -0.940 -0.529 -5.969
H -1.789 -1.719 -4.997
C -2.809 -4.258 3.881
C -1.430 -3.683 3.533
C -1.251 -2.375 4.311
C -0.366 -4.672 4.037
C -1.302 -3.501 1.982
O -1.300 -4.816 1.380
C -2.444 -2.734 1.305
C -2.755 -1.283 1.717
C -4.030 -1.076 2.495
C -5.228 -1.676 2.107
C -6.408 -1.458 2.799
C -6.398 -0.618 3.900
Cl -7.879 -0.344 4.788
C -5.235 0.014 4.298
C -4.065 -0.219 3.591
C 0.090 -2.968 1.549
N 0.227 -1.570 1.187
C 0.471 -1.043 -0.023
N 0.690 0.257 0.092
C 0.510 0.483 1.419
N 0.254 -0.593 2.125
H -2.869 -4.418 4.961
H -2.988 -5.228 3.407
H -3.619 -3.581 3.607
H -1.079 -2.611 5.364
H -2.141 -1.748 4.264
H -0.407 -1.784 3.953
H -0.583 -4.924 5.078
H 0.636 -4.239 4.018
H -0.354 -5.589 3.451
H -2.203 -5.149 1.408
H -3.342 -3.349 1.418
H -2.214 -2.758 0.241
H -2.845 -0.683 0.807
H -1.928 -0.845 2.273
H -5.246 -2.312 1.230
H -7.331 -1.925 2.485
H -5.248 0.681 5.150
H -3.153 0.282 3.895
H 0.382 -3.532 0.665
H 0.826 -3.164 2.325
H 0.589 -1.624 -0.927
H 0.586 1.460 1.866
O 2.164 -2.707 -2.441
C 2.166 -1.681 -3.125
O 1.935 -0.501 -2.707
H 2.379 -1.750 -4.210
*
```